Record 1
A molecular structure, C6H10O6V, computed with ωB97M-V/def2-TZVPD.

2S+1: 4
LUMO energy (alpha / beta) (Ha): -0.4280 / -0.4040
Total charge: +2
Highest occupied orbital energy (alpha / beta) (hartree): -0.591 / -0.591
Frontier orbital gap (alpha / beta) (eV): 4.443 / 5.096
Energy relative to the best compared isomer or geometry (same formula, charge and spin) (kcal per mole): 0.0

Cartesian coordinates (Å):
O (0.67, -2.42, -1.75)
C (-0.41, -1.96, -1.60)
O (-0.99, -1.49, -0.49)
C (-0.15, -1.37, 0.71)
C (-0.86, -0.66, 1.83)
C (-1.23, 0.82, 1.64)
C (-0.31, 1.65, 0.77)
O (1.01, 1.64, 1.33)
C (1.93, 2.34, 0.69)
O (1.76, 2.99, -0.31)
O (3.09, 2.20, 1.33)
H (0.76, -0.86, 0.39)
H (0.09, -2.40, 1.00)
H (-0.16, -0.75, 2.68)
H (-1.76, -1.22, 2.12)
H (-1.32, 1.29, 2.63)
H (-2.23, 0.91, 1.18)
H (-0.66, 2.69, 0.73)
H (-0.25, 1.27, -0.26)
H (3.77, 2.69, 0.86)
V (-2.85, -1.26, -1.23)
O (-1.45, -2.07, -2.46)
H (-1.24, -2.58, -3.27)

***

Record 2
8 unconnected molecules or ions with the total composition C38H91N5O8, computed with ωB97M-V/def2-TZVPD.

LUMO energy (Ha): 0.0164
Highest occupied orbital energy (hartree): -0.292
Frontier orbital gap (eV): 8.386
Energy relative to the best compared isomer or geometry (same formula, charge and spin) (kcal per mole): 74.3
SMILES: CC1(C)CCCC(C)(C)N1O.CC1(C)CCCC(C)(C)N1O.CC1(C)CCCC(C)(C)N1O.COC[C@H](C)N.COC[C@H](C)N.CO.CO.CO

Cartesian coordinates (Å):
C (-3.32, -4.46, -1.00)
O (-2.37, -3.61, -0.33)
H (-2.97, -5.45, -1.30)
H (-4.34, -4.49, -0.61)
H (-3.38, -4.03, -1.99)
H (-2.18, -4.12, 0.46)
C (-2.47, -2.82, 3.25)
O (-3.12, -3.99, 3.64)
H (-3.26, -2.11, 2.99)
H (-1.75, -2.58, 4.03)
H (-1.93, -3.12, 2.35)
H (-2.52, -4.63, 4.02)
C (-1.24, -0.11, 0.66)
O (-1.48, -0.15, 2.11)
H (-0.19, 0.01, 0.38)
H (-1.57, -1.00, 0.12)
H (-1.77, 0.74, 0.22)
H (-0.69, -0.32, 2.63)
C (0.05, -0.31, 5.35)
C (1.02, 0.44, 4.36)
C (2.50, 0.28, 4.67)
O (3.44, 0.58, 3.64)
C (4.79, 0.47, 3.91)
N (0.93, -0.20, 3.06)
H (-1.00, -0.10, 5.16)
H (0.28, -0.06, 6.38)
H (0.22, -1.38, 5.25)
H (0.68, 1.46, 4.17)
H (2.64, -0.77, 4.91)
H (2.79, 0.96, 5.47)
H (5.05, 1.31, 4.56)
H (5.28, 0.55, 2.94)
H (5.11, -0.50, 4.29)
H (1.62, 0.33, 2.54)
H (1.30, -1.14, 3.06)
C (-5.58, 0.10, 3.52)
C (-5.73, 0.20, 2.03)
C (-6.93, 1.06, 1.75)
O (-8.06, 0.51, 2.32)
C (-9.33, 1.11, 1.73)
N (-4.49, 0.70, 1.56)
H (-4.78, -0.54, 3.87)
H (-6.41, -0.37, 4.05)
H (-5.52, 1.07, 4.00)
H (-5.82, -0.80, 1.59)
H (-7.09, 1.10, 0.67)
H (-6.84, 2.05, 2.21)
H (-10.17, 0.72, 2.31)
H (-9.45, 0.71, 0.72)
H (-9.33, 2.20, 1.74)
H (-3.75, 0.01, 1.54)
H (-4.19, 1.48, 2.12)
C (3.72, -3.18, -1.38)
C (2.78, -2.57, -0.28)
C (1.36, -3.12, -0.37)
C (1.27, -4.63, 0.05)
C (1.78, -4.76, 1.49)
C (3.14, -4.06, 1.83)
N (3.36, -2.76, 1.09)
O (4.69, -2.19, 1.27)
C (3.13, -3.85, 3.36)
C (4.33, -4.99, 1.45)
C (2.55, -1.02, -0.36)
H (4.75, -3.34, -1.09)
H (3.90, -2.65, -2.31)
H (3.52, -4.19, -1.74)
H (0.61, -2.60, 0.23)
H (1.01, -2.97, -1.39)
H (1.77, -5.18, -0.75)
H (0.30, -5.12, 0.07)
H (1.97, -5.83, 1.54)
H (0.90, -4.71, 2.13)
H (2.32, -3.19, 3.67)
H (3.32, -4.65, 4.08)
H (4.01, -3.24, 3.59)
H (4.40, -5.05, 0.36)
H (5.30, -4.65, 1.82)
H (4.24, -6.03, 1.77)
H (1.81, -0.88, -1.16)
H (3.46, -0.60, -0.78)
H (2.29, -0.48, 0.55)
H (4.50, -1.61, 2.01)
C (2.29, 5.08, 2.43)
C (1.10, 5.26, 1.41)
C (1.29, 6.43, 0.45)
C (2.09, 6.05, -0.82)
C (1.70, 4.68, -1.39)
C (1.61, 3.45, -0.41)
N (0.85, 3.91, 0.77)
O (0.64, 2.76, 1.61)
C (0.76, 2.46, -1.09)
C (3.02, 2.94, -0.02)
C (-0.08, 5.62, 2.22)
H (2.75, 4.10, 2.59)
H (2.11, 5.52, 3.41)
H (3.10, 5.72, 2.10)
H (0.31, 6.84, 0.19)
H (1.92, 7.19, 0.92)
H (3.15, 6.02, -0.60)
H (2.02, 6.74, -1.66)
H (2.39, 4.58, -2.22)
H (0.70, 4.92, -1.77)
H (0.77, 2.47, -2.18)
H (1.10, 1.45, -0.87)
H (-0.31, 2.47, -0.89)
H (3.52, 3.82, 0.39)
H (3.11, 2.09, 0.65)
H (3.52, 2.73, -0.96)
H (-0.41, 4.82, 2.87)
H (-0.91, 5.84, 1.55)
H (0.16, 6.50, 2.81)
H (-0.31, 2.75, 1.51)
C (0.75, 0.44, -7.89)
C (0.25, 0.67, -6.48)
C (-1.14, 1.46, -6.55)
C (-2.26, 1.17, -5.50)
C (-2.26, -0.28, -5.21)
C (-0.84, -0.81, -4.79)
N (0.04, -0.71, -5.97)
O (1.19, -1.30, -5.78)
C (-0.35, -0.18, -3.53)
C (-1.08, -2.34, -4.47)
C (1.21, 1.55, -5.68)
H (0.98, 1.39, -8.37)
H (0.08, -0.15, -8.51)
H (1.74, -0.02, -7.87)
H (-1.08, 2.55, -6.53)
H (-1.57, 1.27, -7.53)
H (-3.17, 1.56, -5.96)
H (-2.05, 1.68, -4.56)
H (-2.65, -0.76, -6.10)
H (-2.99, -0.50, -4.42)
H (0.73, -0.25, -3.40)
H (-0.91, 0.68, -3.19)
H (-0.65, -0.81, -2.69)
H (-1.50, -2.52, -3.48)
H (-1.59, -2.89, -5.27)
H (-0.13, -2.79, -4.20)
H (0.97, 1.72, -4.63)
H (1.34, 2.55, -6.09)
H (2.19, 1.10, -5.59)
H (1.60, -1.56, -6.61)

***

Record 3
A molecular structure, C41H66AgB2HgO49, computed with ωB97M-V/def2-TZVPD.

LUMO energy (Ha): -0.3637
Total charge: +1
Highest occupied orbital energy (hartree): -0.405
Frontier orbital gap (eV): 1.135

Cartesian coordinates (Å):
Ag (5.41, 19.02, 18.69)
Hg (-9.36, 26.02, 21.71)
O (-3.07, 22.65, 25.44)
C (-2.36, 23.13, 24.61)
O (-1.07, 22.82, 24.45)
B (-0.54, 23.56, 23.33)
O (-1.76, 24.19, 22.69)
C (-2.81, 24.00, 23.43)
O (-3.93, 24.39, 23.27)
O (0.18, 22.77, 22.34)
C (1.48, 23.15, 22.40)
O (2.46, 22.60, 21.78)
C (1.58, 24.37, 23.27)
O (0.43, 24.45, 23.85)
O (2.60, 25.13, 23.31)
O (-2.14, 17.29, 19.08)
C (-2.54, 18.30, 18.53)
O (-3.82, 18.62, 18.31)
B (-3.91, 19.94, 17.68)
O (-2.52, 20.32, 17.37)
C (-1.69, 19.40, 17.84)
O (-0.43, 19.35, 17.73)
O (-4.62, 20.91, 18.52)
C (-5.73, 21.42, 18.07)
O (-6.49, 22.18, 18.78)
C (-5.98, 20.76, 16.76)
O (-4.81, 20.02, 16.52)
O (-6.95, 21.05, 16.00)
C (-8.42, 18.55, 9.80)
O (-8.87, 18.20, 8.47)
C (-9.58, 19.04, 7.71)
O (-10.03, 20.13, 8.07)
O (-9.95, 18.42, 6.52)
C (-10.83, 19.00, 5.56)
H (-7.77, 19.41, 9.95)
H (-7.68, 17.81, 10.09)
H (-9.24, 18.59, 10.51)
H (-11.20, 18.22, 4.89)
H (-10.26, 19.72, 4.99)
H (-11.64, 19.56, 6.03)
C (-4.02, 11.49, 27.23)
O (-3.93, 13.00, 27.11)
C (-4.25, 13.54, 25.97)
O (-4.65, 12.95, 24.97)
O (-4.07, 14.94, 26.07)
C (-4.38, 15.67, 24.91)
H (-3.43, 11.16, 26.37)
H (-5.07, 11.22, 27.19)
H (-3.60, 11.01, 28.12)
H (-3.92, 16.66, 24.93)
H (-5.45, 15.81, 25.00)
H (-4.20, 15.21, 23.93)
C (-11.19, 23.08, 27.20)
O (-10.91, 21.84, 26.47)
C (-10.54, 21.88, 25.19)
O (-10.39, 22.89, 24.49)
O (-10.28, 20.67, 24.76)
C (-9.63, 20.56, 23.49)
H (-11.54, 22.84, 28.20)
H (-11.86, 23.73, 26.64)
H (-10.37, 23.77, 27.39)
H (-8.61, 20.93, 23.50)
H (-10.20, 20.82, 22.60)
H (-9.65, 19.47, 23.46)
C (-4.97, 5.74, 20.20)
O (-5.25, 7.03, 19.66)
C (-4.37, 7.94, 19.52)
O (-3.14, 7.83, 19.83)
O (-4.88, 8.90, 18.92)
C (-4.12, 10.14, 18.77)
H (-4.43, 5.19, 19.42)
H (-5.79, 5.25, 20.71)
H (-4.17, 5.82, 20.94)
H (-4.66, 10.58, 17.93)
H (-3.09, 9.93, 18.47)
H (-4.15, 10.88, 19.58)
C (-4.41, 28.19, 18.50)
O (-4.51, 29.58, 18.87)
C (-5.28, 29.83, 19.90)
O (-6.07, 29.05, 20.49)
O (-5.07, 31.14, 20.20)
C (-5.78, 31.83, 21.26)
H (-3.83, 27.62, 19.23)
H (-3.62, 28.06, 17.76)
H (-5.26, 27.57, 18.24)
H (-6.63, 31.29, 21.66)
H (-6.20, 32.65, 20.68)
H (-5.15, 32.27, 22.04)
C (-14.22, 21.55, 17.93)
O (-14.85, 21.69, 19.23)
C (-14.36, 22.62, 20.14)
O (-13.37, 23.38, 19.97)
O (-15.14, 22.67, 21.29)
C (-16.43, 22.03, 21.40)
H (-14.76, 20.99, 17.17)
H (-13.16, 21.35, 18.03)
H (-14.19, 22.54, 17.47)
H (-17.23, 22.42, 20.77)
H (-16.83, 22.03, 22.41)
H (-16.42, 20.99, 21.10)
C (3.75, 12.60, 17.30)
O (4.74, 12.06, 18.23)
C (5.97, 12.47, 18.34)
O (6.38, 13.55, 17.83)
O (6.64, 11.64, 19.16)
C (8.02, 11.84, 19.49)
H (2.98, 13.17, 17.80)
H (3.21, 11.72, 16.95)
H (4.13, 13.14, 16.43)
H (8.62, 11.83, 18.58)
H (8.31, 11.25, 20.37)
H (8.21, 12.85, 19.86)
C (-0.13, 26.91, 10.12)
O (0.21, 26.89, 11.51)
C (0.74, 25.83, 12.00)
O (1.49, 24.96, 11.52)
O (0.56, 26.04, 13.38)
C (1.01, 25.08, 14.41)
H (0.17, 27.84, 9.64)
H (-1.21, 26.93, 9.95)
H (0.39, 26.16, 9.54)
H (0.79, 24.07, 14.07)
H (0.57, 25.36, 15.36)
H (2.09, 25.24, 14.45)
C (-10.28, 31.41, 15.86)
O (-10.64, 30.43, 16.86)
C (-10.57, 29.11, 16.62)
O (-10.29, 28.33, 17.55)
O (-10.81, 28.86, 15.30)
C (-10.81, 27.48, 14.97)
H (-9.26, 31.18, 15.53)
H (-10.22, 32.42, 16.26)
H (-11.08, 31.33, 15.12)
H (-11.63, 27.21, 14.31)
H (-10.91, 26.80, 15.81)
H (-10.00, 26.99, 14.44)
C (2.77, 14.67, 23.82)
O (3.07, 15.78, 24.69)
C (3.88, 16.76, 24.27)
O (4.18, 17.01, 23.09)
O (4.34, 17.35, 25.35)
C (5.03, 18.59, 25.24)
H (3.72, 14.19, 23.55)
H (2.26, 14.97, 22.91)
H (2.20, 13.90, 24.35)
H (4.54, 19.29, 25.92)
H (5.10, 19.06, 24.26)
H (5.99, 18.46, 25.74)
C (-6.47, 25.07, 10.69)
O (-6.84, 26.47, 10.62)
C (-6.07, 27.40, 11.29)
O (-5.23, 27.13, 12.22)
O (-6.40, 28.58, 10.87)
C (-5.93, 29.73, 11.44)
H (-5.68, 24.91, 11.43)
H (-6.30, 24.78, 9.66)
H (-7.25, 24.43, 11.08)
H (-6.68, 30.47, 11.15)
H (-4.89, 29.91, 11.18)
H (-5.98, 29.60, 12.52)

***

Record 4
A gas-phase ion, C4H4ClO4S (charge -1), computed with ωB97M-V/def2-TZVPD.

LUMO energy (Ha): 0.1242
Total charge: -1
Highest occupied orbital energy (hartree): -0.188
Frontier orbital gap (eV): 8.503
Energy relative to the best compared isomer or geometry (same formula, charge and spin) (kcal per mole): 0.0
SMILES: O=C([O-])C1(S(=O)(=O)Cl)CC1

Cartesian coordinates (Å):
C (0.92, 1.99, -1.54)
C (-0.53, -0.25, -0.49)
C (0.47, 0.25, 0.50)
C (0.83, 0.54, -0.93)
O (1.99, 2.18, -2.11)
O (-0.06, 2.70, -1.33)
O (2.32, -0.61, -2.90)
O (1.75, -1.93, -0.94)
S (2.02, -0.62, -1.50)
Cl (3.75, -0.07, -0.55)
H (-0.54, -1.29, -0.73)
H (-1.43, 0.32, -0.65)
H (0.20, 1.11, 1.10)
H (1.08, -0.48, 1.01)

***

Record 5
A molecular structure, C46H47NOPPbS3SbSi, computed with ωB97M-V/def2-TZVPD.

LUMO energy (Ha): 0.0162
Highest occupied orbital energy (hartree): -0.256
Frontier orbital gap (eV): 7.414
Energy relative to the best compared isomer or geometry (same formula, charge and spin) (kcal per mole): 16.3

Cartesian coordinates (Å):
Pb (0.62, -0.33, -0.59)
C (-3.85, 5.47, -2.82)
C (-4.61, 4.49, -2.21)
C (-4.00, 3.37, -1.67)
C (-2.62, 3.22, -1.75)
C (-1.86, 4.23, -2.35)
C (-2.47, 5.34, -2.89)
P (-1.66, 1.78, -1.14)
C (-3.03, 0.68, -0.62)
C (-3.57, 0.94, 0.64)
C (-4.61, 0.17, 1.13)
C (-5.09, -0.89, 0.38)
C (-4.54, -1.18, -0.85)
C (-3.51, -0.40, -1.36)
C (-1.16, 1.09, -2.75)
C (-1.86, 1.32, -3.93)
C (-1.39, 0.81, -5.13)
C (-0.20, 0.10, -5.15)
C (0.49, -0.14, -3.97)
C (0.03, 0.34, -2.74)
H (-4.34, 6.34, -3.24)
H (-5.68, 4.58, -2.16)
H (-4.59, 2.59, -1.22)
H (-0.79, 4.11, -2.39)
H (-1.88, 6.11, -3.37)
H (-3.16, 1.76, 1.21)
H (-5.03, 0.39, 2.10)
H (-5.90, -1.50, 0.77)
H (-4.91, -2.02, -1.42)
H (-3.08, -0.63, -2.33)
H (-2.78, 1.90, -3.91)
H (-1.95, 0.97, -6.04)
H (0.19, -0.27, -6.09)
H (1.41, -0.69, -3.99)
C (3.21, -6.82, 0.20)
Si (3.65, -4.98, -0.12)
C (5.35, -4.91, -0.97)
C (3.68, -4.04, 1.54)
C (2.28, -4.27, -1.22)
C (1.47, -5.07, -1.99)
C (0.34, -4.56, -2.63)
C (-0.03, -3.27, -2.32)
N (0.73, -2.47, -1.58)
C (1.93, -2.91, -1.15)
S (2.96, -1.66, -0.59)
H (3.86, -7.25, 0.96)
H (3.33, -7.41, -0.70)
H (2.19, -6.93, 0.55)
H (6.09, -5.46, -0.39)
H (5.70, -3.89, -1.07)
H (5.32, -5.34, -1.97)
H (4.27, -4.57, 2.29)
H (2.68, -3.90, 1.94)
H (4.11, -3.06, 1.41)
H (1.71, -6.12, -2.11)
H (-0.26, -5.16, -3.28)
H (-0.95, -2.84, -2.68)
S (-0.68, 0.22, 2.77)
Sb (0.29, -0.12, 4.78)
C (-0.08, 1.62, 5.96)
C (0.93, 2.53, 6.22)
C (0.64, 3.74, 6.83)
C (-0.67, 4.05, 7.15)
C (-1.69, 3.14, 6.87)
C (-1.39, 1.93, 6.28)
C (2.43, -0.32, 4.91)
C (3.18, -0.47, 3.75)
C (4.56, -0.56, 3.84)
C (5.18, -0.49, 5.08)
C (4.42, -0.34, 6.23)
C (3.04, -0.26, 6.15)
C (-0.50, -1.84, 5.81)
C (-0.15, -3.09, 5.32)
C (-0.71, -4.22, 5.87)
C (-1.63, -4.11, 6.90)
C (-1.98, -2.86, 7.39)
C (-1.42, -1.72, 6.83)
H (1.95, 2.30, 5.94)
H (1.43, 4.44, 7.06)
H (-0.91, 5.00, 7.59)
H (-2.71, 3.39, 7.09)
H (-2.18, 1.23, 6.04)
H (2.70, -0.51, 2.79)
H (5.15, -0.67, 2.95)
H (6.25, -0.55, 5.15)
H (4.91, -0.28, 7.19)
H (2.45, -0.15, 7.05)
H (0.56, -3.17, 4.51)
H (-0.44, -5.20, 5.50)
H (-2.07, -4.99, 7.33)
H (-2.69, -2.77, 8.19)
H (-1.69, -0.75, 7.22)
C (-1.88, 5.02, 1.26)
S (-0.77, 3.55, 1.22)
C (0.08, 3.97, 2.82)
O (0.21, 3.84, 0.18)
H (-1.28, 5.92, 1.30)
H (-2.52, 4.93, 2.13)
H (-2.47, 5.01, 0.35)
H (0.51, 4.96, 2.77)
H (0.86, 3.23, 2.95)
H (-0.64, 3.90, 3.63)